The following is a quantum chemistry calculation of a 7-piece molecular cluster, H14O6S overall, from OMol25.

As for the spin multiplicity: 2. For the lowest unoccupied orbital energy (spin up / spin down), the calculation gives 2.6 / 2.6 eV. The charge is -1. The energy relative to the best compared isomer or geometry (same formula, charge and spin) is 2.6 kcal per mole. As for the total energy: -857.9921 hartree.

Positions of all 21 atoms, in Å:
S (-0.5645, -5.7686, -0.9099)
H (-1.6176, -5.7837, -1.7410)
H (-0.3093, -7.0853, -0.9793)
H (-2.2603, 1.1491, 0.8435)
H (-2.4208, -0.3528, 0.8010)
O (-2.6593, 0.4467, 0.3042)
H (0.5474, 1.4852, -1.8158)
H (1.5626, 2.5320, -1.6228)
O (1.4712, 1.5791, -1.5053)
H (-1.8333, 0.6802, -1.2327)
H (-1.1680, -0.2973, -2.2501)
O (-1.1784, 0.6206, -1.9610)
H (1.6258, 3.1214, 1.7936)
H (1.0267, 4.4110, 2.2956)
O (1.8646, 3.9346, 2.2555)
H (0.4416, -0.4034, 1.2297)
H (-0.0133, -1.6400, 0.5158)
O (-0.3594, -0.9865, 1.1425)
H (1.5094, 1.3879, 0.6808)
H (2.5393, 0.2771, 0.8494)
O (1.7955, 0.6929, 1.3061)